(1)
An isolated ion of composition C9H14NO and charge +1 in a non-equilibrium geometry. Source: the Open Molecules 2025 dataset; level of theory: wB97M-V/def2-TZVPD.

Geometry as XYZ:
```
25
Properties=species:S:1:pos:R:3:forces:R:3
C 1.97655 -2.06669 -0.38672 0.554 0.735 -0.189
C 2.15540 -0.61918 -0.16947 0.242 1.206 -0.307
C 3.42530 0.04094 0.05796 -1.827 -0.214 0.723
C 3.20586 1.35792 0.22356 1.460 0.800 -1.196
O 1.90199 1.60609 -0.06986 -1.503 -0.035 0.252
C 1.26233 0.38043 -0.27146 -2.697 -0.003 0.318
C -0.43687 0.44136 -0.25229 4.204 1.784 -2.267
N -0.62762 1.94426 -0.52867 0.540 -0.332 -0.425
C -1.44056 -0.36756 -1.03717 2.317 -1.824 3.281
C -1.26119 -0.40803 0.56802 0.870 0.357 -0.857
C -2.30032 0.22711 1.41143 -0.323 -1.948 1.248
H 1.76048 -2.57570 0.51613 -0.546 -0.612 0.891
H 1.22667 -2.19249 -1.13794 -0.428 -0.622 -0.392
H 2.93039 -2.44067 -0.70993 0.256 -0.470 -0.479
H 4.22800 -0.57732 0.25909 2.026 -0.471 0.182
H 3.91137 2.24527 0.26605 -1.305 -1.331 0.201
H -0.94299 2.00840 -1.49204 0.078 0.015 -0.240
H 0.35642 2.29345 -0.50420 -0.679 0.600 0.297
H -1.27544 2.53406 -0.01638 0.071 -0.170 0.757
H -1.14416 -1.28438 -1.51540 0.011 0.113 -0.386
H -2.36769 0.05608 -1.23690 -1.335 0.912 -0.804
H -0.62820 -1.18119 0.98310 -0.377 -0.395 -0.040
H -2.37336 1.24646 1.12694 -0.423 1.059 0.307
H -2.09379 0.06628 2.53537 -0.585 0.465 -1.895
H -3.18276 -0.29970 1.04165 -0.602 0.381 1.020
```
Positions in Å, forces in eV/Å.

For the HOMO energy, the calculation gives -12.5 eV. The relative energy (zero: lowest compared OMol25 entry of this formula, charge and spin) comes out at 259.9 kJ/mol. As for the charge: +1. The LUMO energy is -3.106 eV.

***

(2)
A single C9H14NO3PS molecule in a non-equilibrium geometry. Source: the Open Molecules 2025 dataset; level of theory: wB97M-V/def2-TZVPD.

Geometry as XYZ:
```
29
Properties=species:S:1:pos:R:3:forces:R:3
C 0.23100 -1.33368 -1.78190 1.254 0.925 1.549
C 0.64416 -0.15444 -2.35753 -0.715 -0.292 4.078
C 0.31093 -1.80056 -0.39871 -0.102 -1.691 -0.310
C 0.84367 1.07271 -1.64345 1.064 0.411 -1.020
C 1.03882 0.29089 0.64742 0.345 -0.500 3.327
C 1.40635 -1.14424 0.40007 0.990 3.035 -5.101
C 1.10686 2.57561 0.08928 -0.724 4.958 0.029
C 0.86136 0.63460 1.94103 -0.602 -0.421 -0.667
C -2.02321 -0.53118 1.45333 -0.229 -1.263 -2.077
N 1.00977 1.25404 -0.32427 0.023 -0.667 -3.105
O -2.10897 -0.84388 -0.85396 -0.188 1.979 0.391
O -1.55127 1.54008 -0.08251 -0.207 0.122 -0.396
O -3.85191 0.67656 -0.01950 -0.315 0.672 -0.105
P -1.34527 -1.79766 0.53708 -0.150 -0.677 -0.036
S -2.45222 0.41963 0.10481 -0.500 -1.752 -0.375
H -0.03406 -2.08650 -2.43370 -0.777 -1.385 -1.609
H 0.63369 -0.23690 -3.36983 -0.005 0.876 -2.825
H 0.36616 -2.95234 -0.29906 0.411 1.626 -0.792
H 0.96549 2.03111 -2.29785 -0.333 -1.861 1.535
H 1.42696 -1.55469 1.30366 0.825 -1.933 3.650
H 2.42854 -1.06104 -0.17716 -1.729 -0.933 1.156
H 1.50795 3.29354 -0.68747 0.238 -1.230 0.911
H 1.43628 2.79364 1.08694 1.651 -0.717 0.105
H 0.16400 3.07340 0.29561 -1.121 -0.643 -0.676
H 0.83334 -0.03265 2.76300 0.620 -1.546 0.061
H 0.45685 1.49295 2.39373 -0.181 1.815 -0.552
H -1.55006 -0.14796 2.27200 0.664 0.955 2.276
H -2.09529 -2.81744 -0.08382 0.320 -0.310 0.518
H -0.65995 -2.65360 1.52280 -0.527 0.445 0.059
```
Positions in Å, forces in eV/Å.

For the HOMO energy (alpha / beta), the calculation gives -7.7 / -7.7 eV. The relative energy (zero: lowest compared OMol25 entry of this formula, charge and spin) comes out at 110.0 kJ/mol. The LUMO energy (alpha / beta) is -1.645 / -1.644 eV.

***

(3)
An isolated ion of composition C9H14NS and charge +1 in a non-equilibrium geometry. Source: the Open Molecules 2025 dataset; level of theory: wB97M-V/def2-TZVPD.

Geometry as XYZ:
```
25
Properties=species:S:1:pos:R:3:forces:R:3
C 0.36500 -2.14614 1.14525 0.297 0.689 -0.757
C -0.65740 -1.36313 0.80493 -0.014 0.828 0.633
C -0.71444 -0.47293 -0.41151 2.953 1.766 -1.658
C -1.98807 0.46249 -0.55527 1.731 -1.085 1.176
N -0.69875 -1.52977 -1.53695 -1.710 -2.592 3.464
C 0.64597 0.37177 -0.67048 -2.144 -2.529 -0.798
S 1.57518 0.02642 -2.12387 -0.993 -0.801 0.275
C 2.78743 1.05931 -1.63940 1.229 0.944 -1.197
C 2.42604 1.76089 -0.55143 2.086 0.024 1.168
C 1.28046 1.25679 0.09935 -0.089 1.321 1.007
C 0.88020 1.81098 1.43678 -2.176 -1.116 -1.157
H 0.36582 -2.92897 1.90451 -0.089 0.585 -0.008
H 1.30225 -1.93587 0.59027 -0.414 -0.686 0.249
H -1.54316 -1.17564 1.35712 -0.847 -0.886 0.929
H -2.82458 -0.11210 -0.18936 -0.687 -0.180 -0.238
H -2.15988 0.89482 -1.56021 0.343 -0.140 0.760
H -1.78564 1.18060 0.26177 -0.339 0.252 -0.842
H 0.04684 -2.31963 -1.29603 -2.419 1.700 -0.340
H -0.40453 -1.18081 -2.38542 0.094 1.217 -2.813
H -1.75917 -1.80127 -1.47852 2.671 -0.390 -0.929
H 3.69790 1.14261 -2.24707 -0.574 0.123 0.366
H 3.13799 2.43517 -0.05976 -0.505 -0.077 -0.267
H 1.63321 1.86145 2.14213 1.985 0.246 1.082
H 0.46521 2.78508 1.27260 -0.247 0.679 0.151
H 0.12464 1.18841 1.92936 -0.140 0.109 -0.256
```
Positions in Å, forces in eV/Å.

For the HOMO energy, the calculation gives -12.6 eV. The relative energy (zero: lowest compared OMol25 entry of this formula, charge and spin) comes out at 127.3 kJ/mol. As for the charge: +1. The LUMO energy is -3.136 eV.

***

(4)
A 2-piece molecular cluster, C9H14O overall in a non-equilibrium geometry. Source: the Open Molecules 2025 dataset; level of theory: wB97M-V/def2-TZVPD.

Geometry as XYZ:
```
24
Properties=species:S:1:pos:R:3:forces:R:3
C -0.67035 -2.49956 -1.18782 -0.705 -2.226 0.108
C -1.48165 -1.57764 0.95979 -0.202 -0.357 -0.916
C -0.37670 -1.94785 0.16431 0.364 1.325 0.451
C -1.26448 -0.70963 2.05291 0.390 0.235 0.774
C 0.01954 -0.53990 2.56641 -0.514 -0.947 0.178
C 0.88740 -1.64142 0.64135 0.213 -0.913 -0.902
C 1.14648 -1.08947 1.92806 -1.032 0.485 0.493
O 0.14029 0.01110 3.84722 0.869 0.584 -0.042
H -2.49369 -1.70917 0.58687 0.082 0.010 -0.089
H -2.14284 -0.30565 2.54856 0.237 0.181 0.285
H -1.11715 -3.51029 -1.01462 0.100 0.283 -0.045
H -1.49899 -1.99340 -1.67361 0.193 0.508 -0.258
H 1.74590 -2.03858 0.11406 0.114 0.076 -0.378
H -0.52056 -0.39324 4.40338 -0.359 -0.115 -0.042
H 2.12520 -1.17861 2.37662 -0.039 0.258 0.171
H 0.13270 -2.73824 -1.88698 0.290 0.641 0.186
C 1.09568 2.63679 -2.60682 -0.541 -0.229 1.313
C 0.29511 3.38080 -1.50015 -0.219 -0.474 -1.324
H 1.29003 1.63207 -2.21282 0.238 0.142 -0.155
H 0.43744 2.48815 -3.45802 0.330 0.213 -0.417
H 2.04844 3.10755 -2.81045 0.049 0.146 -0.525
H 0.93712 3.81340 -0.73906 -0.163 -0.368 0.338
H -0.31565 4.18275 -1.92089 0.171 0.166 -0.059
H -0.41929 2.62005 -1.17829 0.133 0.374 0.856
```
Positions in Å, forces in eV/Å.

For the HOMO energy (alpha / beta), the calculation gives 0.8 / -3.5 eV. The relative energy (zero: lowest compared OMol25 entry of this formula, charge and spin) comes out at 63.0 kJ/mol. The spin multiplicity is 2. As for the charge: -1. The LUMO energy (alpha / beta) is 3.672 / 3.560 eV.